1.
Entry from the OMol25 dataset: C23H28ClIN3OPtS as an isolated structure (the ωB97M-V functional and the def2-TZVPD basis).

Computed properties:
HOMO energy: -0.619 hartree
Energy relative to the best compared isomer or geometry (same formula, charge and spin): 8.8 kcal per mole
Net charge: +3
Energy: -2407.10561 a.u.
Orbital gap: 0.172 hartree

Each line ends with the Mulliken charge.
Positions of all 59 atoms, in Å:
Pt (-0.44710, 0.16434, 0.29244)  1.38
C (-0.65398, 1.84489, 3.62878)  -1.70
C (0.27971, 1.49390, 2.50712)  0.67
C (0.10440, 2.04319, 1.18501)  -0.94
C (1.09333, 1.80908, 0.16130)  1.39
C (1.14854, 2.63463, -1.10093)  -1.41
C (2.22261, 0.99971, 0.47800)  -1.09
C (2.34014, 0.39800, 1.70518)  0.86
C (3.52676, -0.43164, 2.07587)  -1.86
C (1.33771, 0.64659, 2.70376)  -0.94
H (-1.43134, 1.08928, 3.74652)  0.23
H (-1.12978, 2.81106, 3.46126)  0.37
H (-0.11221, 1.89876, 4.57131)  0.50
H (-0.60562, 2.84944, 1.04549)  0.91
H (0.60395, 2.18159, -1.92696)  0.35
H (2.18545, 2.75486, -1.40874)  0.50
H (0.73411, 3.62804, -0.92902)  0.32
H (3.00399, 0.89362, -0.26507)  0.51
H (3.23839, -1.30125, 2.66686)  0.45
H (4.20148, 0.16375, 2.69692)  0.42
H (4.08957, -0.75374, 1.20135)  0.38
H (1.48269, 0.20545, 3.68394)  0.62
Cl (-0.59624, -7.06728, -0.49313)  -0.02
C (-0.99743, -5.48421, -0.19341)  1.04
C (-2.31374, -5.21873, 0.23791)  -0.68
C (-2.72935, -3.94483, 0.50836)  -0.35
I (-4.60669, -3.53353, 1.11967)  0.40
C (-1.75739, -2.80688, 0.33798)  0.62
O (-2.06390, -1.65931, 0.56298)  -0.44
C (-0.38024, -3.12930, -0.12279)  0.37
N (0.42329, -2.08834, -0.25983)  -0.43
C (1.67438, -2.31905, -0.67822)  -0.26
C (2.15320, -3.59225, -0.95752)  -1.15
C (1.30982, -4.67920, -0.80970)  -0.58
C (-0.00044, -4.44519, -0.38272)  0.08
H (-2.98738, -6.05904, 0.34543)  0.48
H (2.30081, -1.44415, -0.79355)  0.67
H (3.17330, -3.72321, -1.29102)  0.46
H (1.66034, -5.67966, -1.02614)  0.48
C (-4.65514, 3.93137, -1.20062)  -1.19
N (-3.28632, 3.38465, -1.16369)  0.01
C (-2.42002, 3.87696, -2.24544)  -0.91
C (-2.97879, 2.38317, -0.33990)  0.51
S (-1.89212, 1.21126, -1.06811)  -0.44
N (-3.53318, 2.31492, 0.86189)  0.20
C (-3.76722, 1.05980, 1.57012)  -0.95
C (-3.97672, 3.52396, 1.57214)  -1.23
H (-4.94892, 3.99863, -2.24661)  0.43
H (-4.70143, 4.92331, -0.75322)  0.38
H (-5.33871, 3.25628, -0.69337)  0.40
H (-2.63716, 4.93539, -2.37158)  0.42
H (-2.62682, 3.35658, -3.18013)  0.36
H (-1.37458, 3.76088, -1.97690)  0.22
H (-3.39670, 0.22421, 0.98789)  0.31
H (-4.84075, 0.93996, 1.72398)  0.48
H (-3.28167, 1.08990, 2.54357)  0.14
H (-3.44188, 4.38981, 1.18970)  0.42
H (-3.73155, 3.39055, 2.62453)  0.42
H (-5.05018, 3.68121, 1.48028)  0.39

Atoms 1-2, force components in eV/Å:
-0.0170 0.5329 0.5014
-0.0215 0.0716 -0.0227

***

2.
Entry from the OMol25 dataset: C23H28CrO7S3 as an isolated structure (the ωB97M-V functional and the def2-TZVPD basis).

Computed properties:
HOMO energy (spin up / spin down): -0.284 / -0.295 hartree
⟨S²⟩: 6.0107
2S+1: 5
Energy: -3658.93401 a.u.
Orbital gap (spin up / spin down): 0.296 / 0.307 hartree

Each line ends with the natural charge from an NBO analysis.
Positions of all 62 atoms, in Å:
Cr (0.39697, 0.81930, -0.02906)  1.32
C (-0.36820, -1.90726, -1.70269)  -0.08
C (-1.76107, -2.36984, -1.27418)  -0.09
O (-2.29558, -1.59075, -0.23218)  -0.54
C (-1.72042, -1.81995, 1.03808)  -0.08
C (-2.16079, -0.69766, 1.93754)  -0.08
O (-1.49826, 0.50123, 1.56362)  -0.55
C (-2.32627, 1.64009, 1.33344)  -0.08
C (-2.94919, 1.55750, -0.03578)  -0.09
O (-1.87104, 1.48290, -0.96042)  -0.56
C (-2.18123, 0.80818, -2.16772)  -0.08
C (-0.87602, 0.26776, -2.69573)  -0.10
O (-0.20052, -0.49916, -1.68381)  -0.58
H (-0.17190, -2.28352, -2.70963)  0.19
H (0.40369, -2.29680, -1.04071)  0.21
H (-1.70418, -3.42789, -0.99315)  0.18
H (-2.46233, -2.28060, -2.10360)  0.19
H (-0.62298, -1.80817, 0.98795)  0.18
H (-2.04407, -2.78793, 1.43436)  0.18
H (-1.89144, -0.93408, 2.96960)  0.20
H (-3.24588, -0.58288, 1.87365)  0.19
H (-1.64576, 2.48541, 1.36426)  0.24
H (-3.08261, 1.74622, 2.11353)  0.19
H (-3.56532, 2.44012, -0.22643)  0.19
H (-3.56786, 0.66164, -0.13054)  0.19
H (-2.61367, 1.49316, -2.90416)  0.19
H (-2.89956, 0.01226, -1.96471)  0.18
H (-0.20607, 1.09620, -2.91033)  0.26
H (-1.02748, -0.33416, -3.59400)  0.19
C (3.91092, 1.32416, -2.12867)  -0.71
C (2.50270, 1.21193, -1.60314)  0.78
O (1.59875, 1.93938, -2.05582)  -0.74
O (2.29257, 0.37327, -0.65468)  -0.83
H (4.31290, 2.28872, -1.81271)  0.24
H (3.90135, 1.30158, -3.21811)  0.22
H (4.53400, 0.52669, -1.73191)  0.22
O (0.72659, 1.99068, 1.45461)  -0.94
C (1.73759, 2.59631, 2.19830)  0.13
C (1.31851, 2.64816, 3.67130)  -0.17
C (2.02750, 2.33455, 4.78931)  -0.26
C (1.28251, 2.50265, 5.99624)  -0.26
C (0.01610, 2.93402, 5.76666)  -0.43
S (-0.27821, 3.14527, 4.09002)  0.45
C (3.02751, 1.79250, 2.11809)  -0.19
C (4.30524, 2.21984, 1.93026)  -0.26
C (5.25717, 1.15617, 1.96154)  -0.26
C (4.67423, -0.05365, 2.17234)  -0.42
S (2.97532, 0.08610, 2.32401)  0.48
C (1.98354, 4.03063, 1.72527)  -0.20
C (2.08501, 5.16890, 2.46635)  -0.26
C (2.31757, 6.33353, 1.67484)  -0.26
C (2.37854, 6.04768, 0.34834)  -0.42
S (2.14887, 4.37639, 0.04659)  0.49
H (3.05709, 2.00307, 4.75799)  0.24
H (1.68021, 2.30112, 6.98235)  0.22
H (-0.76255, 3.15003, 6.48386)  0.23
H (4.56250, 3.26114, 1.78576)  0.23
H (6.32093, 1.29465, 1.82390)  0.22
H (5.14376, -1.02422, 2.23252)  0.23
H (2.01202, 5.18195, 3.54576)  0.23
H (2.42217, 7.32969, 2.08473)  0.22
H (2.53727, 6.72920, -0.47400)  0.23

Atoms 1-2, force components in eV/Å:
0.3414 -0.0609 0.0625
0.0442 -0.0153 0.0680

***

3.
Entry from the OMol25 dataset: C23H28F3N4O8STm as an isolated structure (the ωB97M-V functional and the def2-TZVPD basis).

Computed properties:
HOMO energy (spin up / spin down): -0.259 / -0.259 hartree
⟨S²⟩: 2.0021
Energy relative to the best compared isomer or geometry (same formula, charge and spin): 0.0 kcal per mole
2S+1: 3
Energy: -3497.41966 a.u.
Orbital gap (spin up / spin down): 0.276 / 0.276 hartree

Each line ends with the natural charge from an NBO analysis.
Positions of all 68 atoms, in Å:
Tm (-0.09037, 0.37370, 0.73222)  1.90
C (-2.95953, 0.67182, -2.56134)  -0.68
C (-1.57381, 0.58060, -1.98786)  0.50
O (-1.47000, -0.04749, -0.85807)  -0.81
C (-0.50831, 1.13690, -2.64777)  -0.47
C (0.86179, 0.94492, -2.27573)  0.33
C (1.91935, 1.37650, -3.24667)  -0.67
N (1.18162, 0.35019, -1.16011)  -0.49
N (2.53871, -0.00264, -1.03090)  -0.43
C (2.79150, -0.33599, 0.19549)  0.57
O (1.95303, -0.24811, 1.17789)  -0.85
C (4.12659, -0.94101, 0.48969)  -0.12
C (4.44257, -1.28255, 1.79953)  -0.19
C (5.66400, -1.87643, 2.09559)  -0.22
C (6.57760, -2.12965, 1.08250)  -0.21
C (6.26517, -1.78576, -0.22851)  -0.24
C (5.04676, -1.19630, -0.52446)  -0.12
H (-3.53933, -0.19314, -2.24196)  0.23
H (-2.94493, 0.72716, -3.64881)  0.22
H (-3.45988, 1.56574, -2.18216)  0.23
H (-0.70317, 1.65107, -3.57838)  0.21
H (1.50230, 2.09284, -3.95276)  0.21
H (2.28973, 0.51282, -3.80344)  0.24
H (2.77827, 1.80023, -2.73059)  0.24
H (3.71703, -1.07995, 2.57684)  0.23
H (5.90203, -2.13952, 3.11903)  0.21
H (7.53001, -2.59210, 1.30939)  0.21
H (6.97419, -1.98199, -1.02307)  0.21
H (4.78719, -0.93112, -1.54030)  0.23
O (-2.03112, -0.50885, 2.08007)  -0.74
C (-2.28092, -1.59443, 2.97803)  -0.06
C (-1.36112, -1.57109, 4.18724)  -0.42
C (0.10679, -1.33886, 3.81338)  -0.42
C (0.60159, -2.34134, 2.80537)  0.26
C (1.41497, -3.40303, 3.17171)  -0.25
C (1.84584, -4.29484, 2.20369)  -0.15
C (1.43824, -4.11608, 0.89334)  -0.25
C (0.61550, -3.04022, 0.61123)  0.06
N (0.20599, -2.17433, 1.53744)  -0.49
H (-2.27759, 0.33100, 2.50402)  0.52
H (-2.13682, -2.49868, 2.39270)  0.19
H (-3.32816, -1.55989, 3.28350)  0.18
H (-1.46991, -2.52716, 4.70851)  0.21
H (-1.67710, -0.79313, 4.88728)  0.21
H (0.73015, -1.37388, 4.70683)  0.22
H (0.20839, -0.32317, 3.42198)  0.23
H (1.72266, -3.50810, 4.20422)  0.22
H (2.50224, -5.11391, 2.46862)  0.22
H (1.75976, -4.77882, 0.10242)  0.23
H (0.28645, -2.84622, -0.40418)  0.21
N (1.63315, 5.09172, 1.20377)  -0.86
C (1.67092, 4.19931, 2.35645)  -0.35
C (1.44779, 2.78250, 1.88486)  0.83
O (0.92077, 1.89830, 2.52875)  -0.61
O (1.84923, 2.53976, 0.64606)  -0.65
H (2.11304, 5.96013, 1.39476)  0.38
H (0.66722, 5.31167, 0.97712)  0.40
H (2.04895, 3.41343, 0.24002)  0.53
H (0.94434, 4.41168, 3.14043)  0.23
H (2.67236, 4.21251, 2.79438)  0.23
F (-3.87559, 1.75125, 0.44236)  -0.30
C (-3.46814, 2.98406, 0.71874)  0.71
F (-4.29431, 3.51633, 1.61904)  -0.31
F (-3.50567, 3.70925, -0.39945)  -0.31
S (-1.77554, 3.01029, 1.40985)  2.35
O (-1.52078, 4.39423, 1.68736)  -0.95
O (-1.82631, 2.09801, 2.54171)  -0.97
O (-0.91398, 2.45554, 0.33177)  -1.00

Atoms 1-2, force components in eV/Å:
0.0083 -1.0365 0.6426
-0.0813 0.0136 -0.0600